1.
ORCA calculation (ωB97M-V/def2-TZVPD) on C4H9NO2 in the gas phase.

Values from the calculation:
HOMO   -8.288 eV
Orbital gap   0.335 hartree
Total energy   -9876.450 eV
ΔE to the lowest compared entry with this formula, charge and spin   83.3 kcal/mol
Charge   0

Each line ends with the Mulliken charge.
CARTESIAN COORDINATES (ANGSTROEM)
O: -0.824 -1.633 0.264  -0.5277
O: -0.193 0.966 1.296  -0.1493
N: 1.786 0.369 0.219  -0.0009
C: 1.512 -0.047 -1.163  -0.7478
C: -1.774 -0.593 0.371  -0.3966
C: 1.133 0.778 1.323  -0.3935
C: -1.151 0.789 0.237  -0.4606
H: 2.237 -0.820 -1.433  0.3019
H: 1.627 0.788 -1.862  0.2599
H: -0.709 0.962 -0.746  0.2788
H: -2.316 -0.646 1.327  0.3163
H: 0.528 -0.494 -1.250  0.2958
H: -0.207 -1.545 1.004  0.3151
H: 2.770 0.318 0.436  0.2523
H: -1.917 1.554 0.408  0.3409
H: -2.501 -0.746 -0.433  0.3155



2.
ORCA calculation (ωB97M-V/def2-TZVPD) on a 2-piece molecular cluster, C14H16 overall.

Values from the calculation:
HOMO   -8.902 eV
Orbital gap   0.360 hartree
Total energy   -14776.645 eV
ΔE to the lowest compared entry with this formula, charge and spin   25.8 kcal/mol
SMILES   Cc1ccccc1.Cc1ccccc1
Charge   0

Each line ends with the Mulliken charge.
CARTESIAN COORDINATES (ANGSTROEM)
C: 1.809 -0.441 -1.897  -0.2390
C: -0.837 -0.996 1.533  -0.5943
C: -3.222 -0.518 1.657  -0.5964
C: -0.674 -0.025 2.515  -0.2615
C: 0.395 1.357 -2.682  -0.3328
C: -2.140 -1.087 1.014  0.8843
C: 2.408 1.836 -1.533  -0.3094
C: 1.360 2.294 -2.299  -0.7012
C: -1.728 0.656 3.133  -0.5622
C: -2.374 -2.122 -0.089  -1.2717
C: 2.686 0.483 -1.339  0.7269
C: 0.635 0.000 -2.539  -0.5098
C: 3.618 -0.033 -0.288  -1.4514
C: -3.012 0.432 2.663  -0.2548
H: -1.577 1.219 4.043  0.3632
H: 1.918 -1.511 -1.768  0.3279
H: -2.081 -3.033 0.436  0.3219
H: 0.016 -1.512 1.121  0.4104
H: -3.857 0.897 3.142  0.3608
H: -4.223 -0.596 1.249  0.2958
H: -0.518 1.626 -3.200  0.3717
H: -3.308 -2.129 -0.637  0.3840
H: -0.237 -0.614 -2.714  0.3535
H: 1.234 3.365 -2.376  0.3481
H: 3.087 2.502 -1.011  0.3525
H: 3.389 0.354 0.707  0.2672
H: 4.598 0.472 -0.440  0.3958
H: 0.357 0.179 2.773  0.3222
H: -1.635 -1.986 -0.890  0.2008
H: 3.915 -1.070 -0.285  0.3975



3.
ORCA calculation (ωB97M-V/def2-TZVPD) on an isolated ion of composition C18H25ClN3 and charge +1.

Values from the calculation:
HOMO   -11.008 eV
Orbital gap   0.317 hartree
Total energy   -36058.708 eV
ΔE to the lowest compared entry with this formula, charge and spin   0.0 kcal/mol
SMILES   CC[N+](C)(C)CCN(Cc1ccc(Cl)cc1)c1ccccn1
Charge   +1

Each line ends with the Mulliken charge.
CARTESIAN COORDINATES (ANGSTROEM)
Cl: -5.996 0.905 -0.103  -0.1957
N: 0.750 0.322 -0.273  0.4793
N: 1.989 -0.010 1.627  -0.2967
N: 3.281 -2.228 -1.482  0.1761
C: -2.425 1.870 -1.572  -0.6112
C: 1.867 1.452 3.511  -0.7619
C: 3.235 -3.194 -0.338  -0.4487
C: -4.297 0.959 -0.395  0.3482
C: 3.760 -2.658 0.983  -0.6566
C: -1.560 1.044 -0.862  0.9230
C: 1.087 0.745 0.991  0.9357
C: -3.448 0.131 0.323  -0.9145
C: -0.074 1.117 -1.151  -1.9506
C: 2.354 0.342 2.855  -0.3108
C: 2.620 -2.853 -2.642  -0.8816
C: 1.159 -0.995 -0.682  -0.7191
C: 4.685 -1.948 -1.841  -0.9648
C: -3.787 1.833 -1.345  -0.7097
C: -2.085 0.177 0.084  0.1405
C: 0.930 2.237 2.847  -0.6021
C: 2.625 -0.930 -1.158  -1.1198
C: 0.527 1.888 1.576  -0.8773
H: 5.208 -2.876 -2.065  0.3815
H: -1.431 -0.466 0.655  0.2834
H: -0.221 2.467 1.063  0.3385
H: -2.027 2.553 -2.308  0.4236
H: -4.452 2.477 -1.897  0.4245
H: 2.628 -2.173 -3.492  0.3489
H: 1.079 -1.658 0.183  0.3554
H: 2.199 1.696 4.506  0.3940
H: 0.102 0.781 -2.179  0.5058
H: 0.488 -1.338 -1.472  0.5595
H: 3.662 -3.449 1.722  0.4481
H: 4.727 -1.304 -2.717  0.4072
H: 3.184 -1.803 1.333  -0.0787
H: 4.812 -2.393 0.932  0.3678
H: 5.192 -1.447 -1.021  0.4138
H: 2.199 -3.508 -0.212  0.4814
H: 1.590 -3.106 -2.403  0.3972
H: 0.253 2.161 -1.100  0.6119
H: 0.511 3.109 3.325  0.4460
H: 2.680 -0.297 -2.045  0.2552
H: 3.081 -0.311 3.322  0.3746
H: 3.816 -4.069 -0.639  0.5059
H: -3.849 -0.541 1.063  0.4220
H: 3.183 -0.449 -0.353  0.5196
H: 3.143 -3.766 -2.924  0.4311



4.
ORCA calculation (ωB97M-V/def2-TZVPD) on a 2-piece molecular cluster, C13H4Cl4F3O3 overall.

Values from the calculation:
HOMO   -3.812 eV
Orbital gap   0.154 hartree
Total energy   -77931.437 eV
ΔE to the lowest compared entry with this formula, charge and spin   2.8 kcal/mol
Charge   -1

Each line ends with the Mulliken charge.
CARTESIAN COORDINATES (ANGSTROEM)
Cl: 2.289 -2.555 -0.349  -0.1572
Cl: -0.290 -0.586 3.976  -0.1763
Cl: 2.393 -1.507 2.597  -0.1368
Cl: -0.434 -3.594 -1.509  -0.1788
F: 2.618 3.029 1.993  -0.2643
F: 3.160 4.364 0.332  -0.3205
F: 3.622 2.218 0.200  -0.2655
O: 1.340 0.646 0.997  -0.6486
O: -2.657 -1.600 2.611  -0.5977
O: -2.724 -2.892 0.149  -0.5937
C: -1.143 2.192 -1.123  -0.6257
C: -0.505 1.262 -0.337  0.0319
C: -1.651 -2.568 0.646  0.3761
C: 0.838 -2.351 0.531  0.3050
C: 1.349 2.839 0.005  -0.2740
C: -0.290 -1.448 2.510  0.3186
C: 0.782 1.504 0.290  0.0535
C: -0.363 -2.779 -0.014  0.1606
C: 0.884 -1.729 1.828  0.3436
C: -0.559 3.445 -1.358  -0.3381
C: -1.613 -1.842 2.016  0.2377
C: 0.694 3.755 -0.787  -0.4761
C: 2.682 3.117 0.629  0.9785
H: -1.078 4.177 -1.984  0.3021
H: -0.933 0.286 -0.135  0.2166
H: -2.110 1.931 -1.559  0.3597
H: 1.146 4.731 -0.978  0.3693